Run 1
DFT (ωB97M-V/def2-TZVPD) results for one molecule with the formula C2H4IN.

Geometry as XYZ:
```
8
C2H4IN | the OMol25 dataset | ωB97M-V/def2-TZVPD
C 0.74377 -1.11162 0.00273
C -0.74736 1.11142 0.03063
N 0.78592 0.12376 -0.15757
I -2.55481 -0.09332 0.00968
H 1.55225 -1.79614 -0.48885
H 0.05180 -1.66076 0.57797
H -0.57759 1.75129 0.88431
H -0.65582 1.62515 -1.01580
```

Computed properties:
HOMO-LUMO gap	0.3484	hartree
SMILES	C=NCI

Run 2
DFT (ωB97M-V/def2-TZVPD) results for a 2-piece molecular cluster, C2H4IN overall.

Geometry as XYZ:
```
8
C2H4IN | the OMol25 dataset | ωB97M-V/def2-TZVPD
C 2.00875 -0.41621 0.15263
C -1.42631 0.27553 -0.69728
N 2.69385 -0.50091 1.04426
I -3.21102 0.03974 0.43253
H -1.00163 1.30257 -0.58681
H -1.79993 0.18267 -1.73456
H -0.54616 -0.30994 -0.40958
H 3.28246 -0.57345 1.79880
```

Computed properties:
HOMO-LUMO gap	0.3648	hartree

The data favor run 2; the next most stable structure lies 84.4 kJ/mol above it.

Run 1
DFT (ωB97M-V/def2-TZVPD) results for C39H54ClMoN7O7P2S4 as an isolated structure.

Geometry as XYZ:
```
115
C39H54ClMoN7O7P2S4 | the OMol25 dataset | ωB97M-V/def2-TZVPD
Mo 0.26180 -0.13918 -0.20991
C -2.11145 4.03143 -0.64608
N -2.86588 3.20364 0.29180
C -4.21521 3.68096 0.58924
P -2.42795 1.69960 0.69917
O -0.98168 1.52266 0.31953
O -3.29820 0.59775 -0.11373
P -2.84820 -0.15555 -1.47014
O -1.41799 -0.61515 -1.28479
N -2.95341 0.89770 -2.68877
C -1.92038 1.04523 -3.71750
C -4.20416 1.61099 -2.94155
N -3.92739 -1.33655 -1.61258
C -4.63633 -1.63841 -2.85704
C -4.23901 -2.21183 -0.47941
N -2.86576 1.43367 2.22378
C -2.40899 2.40443 3.22452
C -3.70098 0.35540 2.74434
H -2.11055 5.05989 -0.28419
H -2.56361 4.01695 -1.64162
H -1.08395 3.68578 -0.70698
H -4.16441 4.70384 0.96297
H -4.68047 3.05598 1.34888
H -4.84346 3.66818 -0.30464
H -1.06043 0.42229 -3.48932
H -1.60216 2.08827 -3.77102
H -2.31999 0.75262 -4.69053
H -4.90308 1.46182 -2.11930
H -4.67264 1.26158 -3.86355
H -4.00432 2.67908 -3.03994
H -4.19391 -1.10144 -3.69127
H -5.69223 -1.37503 -2.77536
H -4.55387 -2.70521 -3.06252
H -3.54805 -2.03608 0.34451
H -4.12545 -3.25234 -0.78374
H -5.26299 -2.04819 -0.13905
H -1.58333 3.00058 2.83699
H -2.04911 1.86217 4.09742
H -3.22349 3.06727 3.52650
H -3.97860 -0.33241 1.95312
H -4.61027 0.76740 3.18772
H -3.14750 -0.19201 3.50826
S 1.33497 1.88094 -1.04697
C 2.99307 1.52036 -1.03821
N 3.89155 2.24043 -1.64815
C 5.31495 1.88818 -1.54959
C 5.46321 0.39098 -1.55910
N 4.60908 -0.19492 -0.51987
C 5.13773 -1.40703 0.13538
C 6.27568 -1.05626 1.05993
C 7.54283 -1.57798 0.83497
C 8.59249 -1.25651 1.68599
C 8.37816 -0.40499 2.75799
C 7.11245 0.12300 2.98371
C 6.06314 -0.20127 2.13969
C 3.44819 0.33303 -0.23540
S 2.42052 -0.20392 0.99579
C 3.57034 3.39861 -2.50247
C 3.80967 3.04196 -3.94980
C 4.68083 3.79752 -4.72278
C 4.90873 3.45706 -6.05033
C 4.27448 2.35487 -6.60128
C 3.40618 1.59269 -5.82805
C 3.17070 1.93534 -4.50673
H 5.72485 2.32639 -0.63641
H 5.81854 2.31813 -2.41322
H 6.49233 0.11757 -1.33192
H 5.18451 -0.03148 -2.52827
H 5.47883 -2.06706 -0.66385
H 4.31312 -1.89025 0.65395
H 7.71066 -2.24969 0.00091
H 9.57477 -1.67335 1.51029
H 9.19458 -0.15551 3.42198
H 6.94242 0.77946 3.82655
H 5.07398 0.20050 2.33281
H 4.21616 4.21939 -2.18862
H 2.54013 3.68801 -2.31068
H 5.17955 4.65856 -4.29278
H 5.58521 4.05106 -6.64952
H 4.45620 2.08647 -7.63306
H 2.91136 0.73161 -6.25708
H 2.48968 1.33586 -3.91138
O 0.10397 -2.74516 -2.96746
Cl 1.20272 -1.99309 -2.49447
O 2.45787 -2.58777 -2.74454
O 1.15555 -0.62075 -2.94137
O 1.07958 -1.89480 -0.96584
C -2.44701 -4.36148 2.44488
C -2.01004 -4.06156 1.13958
C -1.29642 -2.92422 0.88074
C -0.95916 -2.01143 1.91594
C -0.22959 -0.78570 1.72110
C 0.01605 0.03654 2.79628
C -0.39457 -0.30676 4.09818
C -1.09132 -1.46039 4.31001
C -1.40299 -2.32417 3.23304
C -2.14839 -3.50657 3.46464
H -3.00987 -5.26552 2.63347
H -2.23015 -4.74625 0.33060
H -0.98135 -2.74370 -0.13571
H 0.54696 0.97315 2.64946
H -0.14330 0.34608 4.92484
H -1.41761 -1.73572 5.30579
H -2.47200 -3.72090 4.47589
S 1.96754 3.35093 1.98328
C 1.94747 4.09566 3.46559
N 2.65382 5.16277 3.83020
C 2.64611 5.55470 5.23484
C 1.36330 4.97057 5.82825
S 0.96352 3.52811 4.79390
H 3.31811 5.54697 3.17586
H 2.64925 6.64030 5.31565
H 3.53316 5.16660 5.73948
H 0.54011 5.68054 5.79140
H 1.50745 4.64761 6.85556
```

Computed properties:
2S+1	3
HOMO-LUMO gap (spin up / spin down)	0.2287 / 0.2269	hartree
net charge	+2

Run 2
DFT (ωB97M-V/def2-TZVPD) results for C39H54ClMoN7O7P2S4 as an isolated structure.

Geometry as XYZ:
```
115
C39H54ClMoN7O7P2S4 | the OMol25 dataset | ωB97M-V/def2-TZVPD
Mo 0.55622 0.22499 -0.20561
C 0.36024 5.36065 2.46926
N 0.74345 3.95229 2.32696
C 1.73152 3.54674 3.33234
P -0.36377 2.79122 1.96498
O 0.31469 1.56403 1.44072
O -1.21898 3.55074 0.83830
P -1.34667 3.21670 -0.73004
O -0.70617 1.91574 -1.11206
N -2.93097 3.32196 -1.02528
C -3.48041 2.66692 -2.21597
C -3.93544 3.79894 -0.07695
N -0.49897 4.44870 -1.42145
C -0.04930 4.25571 -2.80392
C -1.05674 5.78698 -1.20245
N -1.27896 2.44283 3.25101
C -2.32125 3.39967 3.64085
C -1.51899 1.07437 3.73849
H 1.23349 5.98203 2.27101
H 0.00678 5.58622 3.47986
H -0.41068 5.62673 1.75268
H 2.59157 4.21285 3.25797
H 2.07307 2.52961 3.14548
H 1.33173 3.60970 4.34916
H -2.68326 2.25335 -2.83148
H -4.04714 3.38907 -2.80502
H -4.13148 1.84486 -1.92030
H -3.47285 4.32757 0.75040
H -4.50856 2.95894 0.31982
H -4.61348 4.48572 -0.58477
H 0.33964 3.24960 -2.93980
H 0.74964 4.96673 -3.01480
H -0.85817 4.43069 -3.52192
H -1.42107 5.89512 -0.18214
H -1.88270 5.99750 -1.88881
H -0.27374 6.52816 -1.35867
H -2.05622 4.41571 3.35397
H -2.43891 3.37758 4.72324
H -3.27253 3.13378 3.17426
H -0.79289 0.38343 3.31922
H -2.52000 0.74141 3.47532
H -1.41585 1.08123 4.82397
S 2.54517 -0.90201 -1.16518
C 2.19576 -1.53084 -2.66194
N 3.00744 -2.36863 -3.27549
C 2.55813 -3.02711 -4.51027
C 1.80105 -2.03420 -5.34026
N 0.70069 -1.45762 -4.55342
C -0.53381 -1.14331 -5.31081
C -1.19519 -2.40747 -5.79305
C -1.82728 -3.24350 -4.87452
C -2.42368 -4.41825 -5.30197
C -2.39703 -4.76024 -6.64967
C -1.77551 -3.92778 -7.56766
C -1.17340 -2.75104 -7.13875
C 0.86548 -1.21135 -3.28118
S -0.35716 -0.62722 -2.28870
C 4.23817 -2.81608 -2.57356
C 5.07825 -3.74269 -3.39563
C 4.83592 -5.11286 -3.37040
C 5.59129 -5.96963 -4.15704
C 6.59487 -5.45924 -4.97123
C 6.84709 -4.09455 -4.99257
C 6.08962 -3.23824 -4.20534
H 1.93526 -3.88908 -4.25724
H 3.42843 -3.38181 -5.05655
H 1.36644 -2.53528 -6.20286
H 2.44796 -1.22574 -5.68992
H -0.23745 -0.50855 -6.14730
H -1.19348 -0.57642 -4.66031
H -1.86603 -2.96663 -3.82550
H -2.92160 -5.06158 -4.58883
H -2.87156 -5.67307 -6.98378
H -1.76326 -4.18831 -8.61737
H -0.69799 -2.09417 -7.85932
H 3.91636 -3.28730 -1.63856
H 4.79438 -1.91522 -2.31053
H 4.06477 -5.51262 -2.72018
H 5.40620 -7.03494 -4.12661
H 7.18622 -6.12741 -5.58273
H 7.63952 -3.69880 -5.61358
H 6.29357 -2.17299 -4.21442
O -2.96223 -0.27816 -1.02103
Cl -2.70689 -0.16884 0.38362
O -3.51131 -1.03464 1.16467
O -1.25989 -0.61215 0.61913
O -2.80303 1.19658 0.83027
C 1.52014 -5.40349 0.66915
C 0.80110 -4.60689 -0.24895
C 0.70014 -3.25650 -0.06547
C 1.30990 -2.60868 1.03851
C 1.25921 -1.18220 1.23585
C 1.72470 -0.68686 2.43361
C 2.32967 -1.51253 3.41090
C 2.47885 -2.84366 3.18054
C 1.96558 -3.42390 1.99092
C 2.07472 -4.82037 1.76998
H 1.59583 -6.47220 0.51920
H 0.29641 -5.07616 -1.08475
H 0.09662 -2.67494 -0.75026
H 1.66420 0.36853 2.64398
H 2.67795 -1.07324 4.33767
H 2.96104 -3.48360 3.90971
H 2.59451 -5.42122 2.50667
S 2.08619 2.17556 -0.85311
C 3.58336 2.19737 -0.07341
N 4.48307 3.12961 -0.33919
C 5.68738 3.19236 0.49074
C 5.76353 1.85856 1.24082
S 4.10150 1.11454 1.16298
H 4.26691 3.85748 -1.00518
H 5.62121 4.03764 1.17591
H 6.55921 3.33237 -0.14463
H 6.02132 1.99980 2.28648
H 6.47335 1.16925 0.79089
```

Computed properties:
2S+1	3
HOMO-LUMO gap (spin up / spin down)	0.2270 / 0.2248	hartree
net charge	+2

The data favor run 1; the next most stable structure lies 42.0 kJ/mol above it.

Run 1
DFT (ωB97M-V/def2-TZVPD) results for an isolated ion of composition C4H14N3 and charge +2.

Geometry as XYZ:
```
21
C4H14N3 | the OMol25 dataset | ωB97M-V/def2-TZVPD
N -0.90388 -0.36365 0.84653
C 0.41976 0.05323 0.24274
C -0.21004 0.76255 -1.09543
C -1.20450 -0.16136 -1.75496
N -0.94159 -1.63634 -1.73398
C 1.27838 1.02295 1.11763
N 1.70107 0.34955 2.37234
H -0.95469 -0.46298 1.85816
H -1.22523 -1.31437 0.42451
H -1.51065 0.37639 0.47519
H 1.10357 -0.68711 -0.27373
H -0.71290 1.67454 -0.82689
H 0.53290 1.20142 -1.71927
H -2.19057 0.17812 -1.38069
H -1.20146 0.12248 -2.77057
H -1.57803 -2.03136 -2.40941
H -0.05316 -1.82202 -2.20308
H 0.47909 1.80791 1.48101
H 2.04334 1.54862 0.58892
H 2.48788 -0.21587 2.21580
H 2.08924 1.11303 3.08594
```

Computed properties:
2S+1	2
HOMO-LUMO gap (spin up / spin down)	0.3709 / 0.1361	hartree
net charge	+2

Run 2
DFT (ωB97M-V/def2-TZVPD) results for a 2-piece molecular cluster, C4H14N3 overall.

Geometry as XYZ:
```
21
C4H14N3 | the OMol25 dataset | ωB97M-V/def2-TZVPD
N -0.07089 0.41954 -1.56288
C 0.33594 1.83978 -1.84981
N -0.59152 2.77975 -1.29000
H -0.93136 0.18867 -2.07339
H 0.62803 -0.17741 -2.02008
H 1.30729 1.98274 -1.38974
H 0.39106 1.97923 -2.93729
H -1.58837 2.63379 -1.52538
H -0.53702 3.00076 -0.28878
C 0.77038 -2.49605 0.77563
C -0.49813 -1.74340 1.15016
C -0.02063 0.40719 2.10172
N -0.27926 -0.27365 1.06875
H 1.19695 -2.15824 -0.17223
H 1.52941 -2.41233 1.54893
H 0.52228 -3.55353 0.67509
H -1.31407 -1.96807 0.46372
H -0.81417 -1.99262 2.16440
H 0.14686 1.47839 2.02063
H -0.03805 -0.01727 3.09659
H -0.14472 0.08273 0.04395
```

Computed properties:
2S+1	2
HOMO-LUMO gap (spin up / spin down)	0.4392 / 0.2331	hartree
net charge	+2

The data favor run 2; the next most stable structure lies 137.7 kJ/mol above it.

Run 1
DFT (ωB97M-V/def2-TZVPD) results for a 2-piece molecular cluster, C4H14N3 overall.

Geometry as XYZ:
```
21
C4H14N3 | the OMol25 dataset | ωB97M-V/def2-TZVPD
N -1.09162 0.20309 1.03374
C -0.14081 0.71344 2.05221
N -0.76875 0.82954 3.35250
H -1.34249 -0.76384 1.26178
H -1.95810 0.74818 1.06610
H 0.70209 0.02814 2.08402
H 0.22674 1.67714 1.71992
H -1.54009 1.50773 3.41023
H -1.12841 -0.06025 3.72782
C 0.32344 -1.98388 -1.75460
C 1.20880 -0.76807 -1.54070
C 0.44730 1.49930 -1.90991
N 0.38287 0.43014 -1.23401
H -0.24161 -2.21300 -0.84856
H -0.38125 -1.83447 -2.56729
H 0.95672 -2.83990 -1.98037
H 1.84891 -0.90799 -0.66652
H 1.83504 -0.52552 -2.39561
H -0.18784 2.34366 -1.66555
H 1.12639 1.57662 -2.75115
H -0.27735 0.33995 -0.39405
```

Computed properties:
2S+1	2
HOMO-LUMO gap (spin up / spin down)	0.4450 / 0.2486	hartree
net charge	+2

Run 2
DFT (ωB97M-V/def2-TZVPD) results for a 2-piece molecular cluster, C4H14N3 overall.

Geometry as XYZ:
```
21
C4H14N3 | the OMol25 dataset | ωB97M-V/def2-TZVPD
C 0.71703 -2.18603 -1.83804
C 0.54996 0.12475 -1.26364
N 0.36857 -0.83445 -2.16991
N 1.47253 0.11200 -0.24524
N -0.14147 1.30077 -1.35674
H -0.40848 -0.52406 -2.83136
H 2.08450 -0.65623 -0.30471
H 1.86760 0.91824 0.25336
H -0.88740 1.47063 -2.08247
H -0.36603 1.73434 -0.51851
H 1.69530 -2.29740 -2.32935
H 0.04362 -2.76638 -2.40606
H 0.76344 -2.40130 -0.80329
C -0.27377 0.53920 2.37990
C -1.79254 0.97858 1.99726
H -0.13543 0.33759 3.44470
H 0.17633 -0.29817 1.93597
H 0.40691 1.29000 2.38650
H -1.61428 2.07018 2.07228
H -1.88194 0.49085 1.05720
H -2.64445 0.59691 2.62216
```

Computed properties:
2S+1	2
HOMO-LUMO gap (spin up / spin down)	0.3163 / 0.1098	hartree
net charge	+2

The data favor run 1; the next most stable structure lies 247.5 kJ/mol above it.

Run 1
DFT (ωB97M-V/def2-TZVPD) results for C5H4NO3 as an isolated structure.

Geometry as XYZ:
```
13
C5H4NO3 | the OMol25 dataset | ωB97M-V/def2-TZVPD
C 0.14663 -0.35260 -1.40252
C -0.75362 -2.74696 1.06313
C 1.13928 -0.95693 0.97956
C -0.51296 1.11495 -1.37927
C 0.00474 1.22478 -0.00973
N 0.34381 -0.22046 -0.04704
O -1.50555 -1.87644 0.99639
O 1.83514 -0.20875 1.61614
O 1.03776 -2.16574 0.87154
H -0.15140 1.91689 -2.04879
H -1.62614 0.94369 -1.51365
H 0.81234 1.88878 0.01213
H -0.77002 1.43878 0.86212
```

Computed properties:
HOMO-LUMO gap	0.3057	hartree
net charge	-1

Run 2
DFT (ωB97M-V/def2-TZVPD) results for a 2-piece molecular cluster, C5H4NO3 overall.

Geometry as XYZ:
```
13
C5H4NO3 | the OMol25 dataset | ωB97M-V/def2-TZVPD
C -0.38035 -0.09190 0.64304
C 0.71590 0.72280 1.14431
C -0.50636 -1.44764 0.67387
C 1.18681 0.26233 -1.84725
C 0.91621 1.97646 1.03966
N -1.85855 -1.79987 0.27459
O 0.26923 0.75819 -2.25595
O 1.29392 3.11167 0.91416
O 2.22231 -0.13291 -1.51690
H -1.19562 0.37564 0.02601
H 1.56500 0.17436 1.41942
H -2.12520 -1.11704 -0.44150
H -2.10328 -2.79208 -0.07345
```

Computed properties:
HOMO-LUMO gap	0.2161	hartree
net charge	-1

The data favor run 2; the next most stable structure lies 9.8 kJ/mol above it.

Run 1
DFT (ωB97M-V/def2-TZVPD) results for one molecule with the formula C4H10N2O3.

Geometry as XYZ:
```
19
C4H10N2O3 | the OMol25 dataset | ωB97M-V/def2-TZVPD
C 1.34130 -0.18734 -1.51193
C -0.60364 1.57965 -0.30542
C 0.01180 0.42109 0.47138
N 0.29462 0.81812 1.83322
N 1.18052 -0.18072 -0.07725
H 0.84175 0.10115 2.29751
H -0.57594 0.88680 2.35132
H 2.16403 -0.85757 -1.75140
H 0.44680 -0.50191 -2.05537
H 1.60543 0.83281 -1.80362
H 0.11722 2.39498 -0.33727
H -0.89326 1.29301 -1.31120
H -1.49235 1.91622 0.22609
C -0.98930 -0.89140 0.47179
O -1.56666 -1.04590 -0.75235
O 0.76850 -1.78836 0.27778
O -1.53314 -1.23072 1.50238
H -2.34627 -1.61008 -0.63986
H 1.22860 -1.94983 1.11422
```

Computed properties:
HOMO-LUMO gap	0.3636	hartree
SMILES	CN(O)[C@](C)(N)C(=O)O

Run 2
DFT (ωB97M-V/def2-TZVPD) results for a 2-piece molecular cluster, C4H10N2O3 overall.

Geometry as XYZ:
```
19
C4H10N2O3 | the OMol25 dataset | ωB97M-V/def2-TZVPD
C -3.12226 -0.52433 -0.04225
C -2.39425 -0.32941 1.27765
N -1.42357 0.75582 1.18090
H -3.60534 0.41077 -0.36330
H -2.41945 -0.82744 -0.83026
H -3.90022 -1.29398 0.04997
H -3.13256 -0.16656 2.08366
H -1.84562 -1.24882 1.53312
H -0.96189 0.91437 2.07125
H -1.87883 1.62652 0.92037
C 1.13236 0.69053 -0.79126
O 0.43944 0.90466 -1.75887
C 1.59286 -0.72561 -0.38897
N 1.69682 -1.54470 -1.43927
O 1.86826 -1.01202 0.76439
H 1.40341 -1.23584 -2.35550
H 2.07753 -2.47366 -1.32482
O 1.73821 1.62387 -0.07960
H 1.82541 2.42908 -0.60838
```

Computed properties:
HOMO-LUMO gap	0.3630	hartree
SMILES	NC(=O)C(=O)O.CCN

The data favor run 2; the next most stable structure lies 289.7 kJ/mol above it.